This record from the Open Molecules 2025 dataset describes one molecule with the formula C23H33N5O2. The level of theory is ωB97M-V with the def2-TZVPD basis set.

Structure (XYZ):
```
63
C23H33N5O2, DFT ωB97M-V with the def2-TZVPD basis set
C 5.09761 7.68256 -1.33000
C 4.42883 6.34296 -1.05014
C 2.91611 6.48865 -0.90057
C 2.22957 5.14883 -0.63861
N 2.64291 4.56640 0.61884
C 3.29089 3.39092 0.71201
O 3.55267 2.70561 -0.26075
C 3.66618 3.00801 2.13699
C 4.16589 1.56438 2.25362
C 3.00112 0.57811 2.18325
O 2.51357 0.09031 3.18333
N 2.59431 0.34642 0.91368
C 1.51128 -0.41482 0.46347
C 1.20344 -0.32945 -0.90956
C 0.15865 -1.03307 -1.43379
C -0.63726 -1.85745 -0.61085
N -1.67240 -2.50421 -1.17466
C -2.43906 -3.27407 -0.42875
N -3.43608 -3.96417 -1.07020
C -4.67323 -4.32850 -0.42076
C -5.69520 -3.19455 -0.55530
N -5.93517 -2.92355 -1.96029
C -6.96810 -1.93004 -2.14880
C -4.69422 -2.54577 -2.61728
C -3.67102 -3.67166 -2.46913
C -2.18536 -3.45289 0.95967
C -1.14539 -2.80513 1.56225
C -0.86527 -2.99044 3.02060
C -0.32380 -1.95096 0.77036
C 0.75836 -1.22074 1.28687
H 6.17250 7.55831 -1.43423
H 4.71167 8.11635 -2.24980
H 4.91029 8.38208 -0.51783
H 4.64192 5.64951 -1.86567
H 4.84494 5.91259 -0.13658
H 2.49953 6.91557 -1.81443
H 2.69333 7.17673 -0.08048
H 2.49403 4.42777 -1.41487
H 1.14192 5.28057 -0.63206
H 2.47420 5.10735 1.45254
H 2.80385 3.15467 2.79129
H 4.45565 3.69181 2.46280
H 4.65421 1.42985 3.21914
H 4.88126 1.36182 1.45541
H 3.05140 0.90022 0.19251
H 1.80809 0.30910 -1.53880
H -0.08896 -0.97343 -2.48220
H -4.51531 -4.56248 0.63015
H -5.06441 -5.21890 -0.92283
H -6.63942 -3.49187 -0.09207
H -5.31161 -2.30095 -0.02626
H -7.14409 -1.79944 -3.21556
H -7.88890 -2.27996 -1.68357
H -6.70463 -0.95210 -1.71450
H -4.90263 -2.37235 -3.67523
H -4.26943 -1.62176 -2.18651
H -2.72424 -3.38196 -2.92161
H -4.05659 -4.57940 -2.94164
H -2.80118 -4.11956 1.54342
H 0.13808 -3.38800 3.16505
H -0.92325 -2.03658 3.54282
H -1.58107 -3.67754 3.46607
H 1.00240 -1.27950 2.33340
```

charge = 0
lowest unoccupied orbital energy = 0.024 Ha
structure (SMILES) = CCCCNC(=O)CCC(=O)Nc1ccc2nc(N3CCN(C)CC3)cc(C)c2c1
energy relative to the best compared isomer or geometry (same formula, charge and spin) = 0.001 eV
HOMO = -7.1 eV
Kohn-Sham gap = 0.286 hartree
spin multiplicity = 1

Atomic partial charges in e from the Löwdin method, atoms 1 to 6: number 1, C, carries -0.115; number 2, C, carries -0.270; number 3, C, carries -0.205; number 4, C, carries -0.184; number 5, N, carries 0.060; number 6, C, carries -0.482

---

This record from the Open Molecules 2025 dataset describes C15H30N2O2Sb3Se4Ti as an isolated structure. The level of theory is ωB97M-V with the def2-TZVPD basis set.

Structure (XYZ):
```
57
C15H30N2O2Sb3Se4Ti, DFT ωB97M-V with the def2-TZVPD basis set
Ti 1.21792 0.16455 -2.27906
C 2.02778 1.34136 3.74680
Sb 1.43458 0.59945 1.79969
C 3.34700 -0.26199 1.36553
C 0.57654 -1.25144 2.51765
C -0.83461 -1.15431 3.01219
C -1.07692 -0.44405 4.19061
C -2.34830 -0.30166 4.71767
C -3.42188 -0.89072 4.06428
C -3.19652 -1.61404 2.90658
C -1.91950 -1.76252 2.35673
C -1.77809 -2.55440 1.09670
Sb -2.14251 -1.39892 -0.70871
C -4.26749 -1.80390 -0.71096
C -1.59101 -2.99908 -2.00798
H 1.19151 1.83248 4.24390
H 2.82308 2.07604 3.61144
H 2.40009 0.53434 4.37926
H 3.55657 -1.05148 2.08821
H 4.12570 0.49775 1.44163
H 3.33394 -0.68564 0.36109
H 1.24351 -1.56625 3.32346
H 0.69443 -1.94203 1.68685
H -0.23389 0.00374 4.70646
H -2.49829 0.25811 5.63233
H -4.42577 -0.79713 4.45919
H -4.03074 -2.09134 2.40385
H -2.51880 -3.35510 1.06599
H -0.79375 -3.00252 0.97936
H -4.46284 -2.86236 -0.53214
H -4.68948 -1.52472 -1.67674
H -4.75677 -1.21082 0.06247
H -2.13394 -3.90606 -1.73992
H -0.51736 -3.15697 -1.90727
H -1.79538 -2.72848 -3.04169
N 2.55569 1.85696 -1.62206
C 2.30871 3.13425 -2.32827
C 1.02006 3.78226 -1.85421
C -0.23059 2.98390 -2.16487
N -0.21199 1.67674 -1.47840
H 2.55433 1.99388 -0.61282
H 3.46377 1.49465 -1.90110
H 2.26894 2.91166 -3.39945
H 3.14141 3.82331 -2.16574
H 0.93157 4.75856 -2.33475
H 1.07993 3.96979 -0.77390
H -0.29609 2.78647 -3.23671
H -1.11427 3.55810 -1.87281
H -1.10588 1.20240 -1.59320
H -0.08642 1.78964 -0.47283
Se 1.69928 -2.19019 -7.00274
Sb 1.80835 -0.13296 -5.80769
Se -0.25254 -0.07209 -4.13081
Se 3.30210 -0.18436 -3.81511
Se 1.81292 2.02485 -6.85000
O 0.85109 -0.83401 -0.70646
O 1.96083 -1.32368 -1.49153
```

charge = -1
lowest unoccupied orbital energy = 0.074 Ha
energy relative to the best compared isomer or geometry (same formula, charge and spin) = 0.000 eV
HOMO = -4.5 eV
Kohn-Sham gap = 0.238 hartree
spin multiplicity = 1

Atomic partial charges in e from the Löwdin method, atoms 1 to 6: number 1, Ti, carries 0.260; number 2, C, carries -0.370; number 3, Sb, carries 1.365; number 4, C, carries -0.313; number 5, C, carries -0.322; number 6, C, carries -0.276